DFT (ωB97M-V/def2-TZVPD) results for C9H29Br2HfO14P3 as an isolated structure in a non-equilibrium geometry.

Calculated values
HOMO level ... -8.79 eV
Relative energy (zero: lowest compared OMol25 entry of this formula, charge and spin) ... 25.1463 eV
Kohn-Sham gap ... 2.97 eV
E_tot ... -7633.35321 a.u.

The geometry in XYZ format:
```
58
Properties=species:S:1:pos:R:3:nbo_charge:R:1
Hf 1.0542 1.4835 -0.3710 1.58
Br 4.7929 1.5358 2.5049 -0.35
Br 1.2221 -2.9592 -1.2950 -0.38
O -0.5334 3.8480 1.9937 -0.84
H -1.4416 3.8077 2.3516 0.43
O -0.1317 2.3945 -3.8042 -0.85
H 0.2919 2.6164 -4.6562 0.43
C -5.3165 -2.6068 -1.4109 -0.26
O -5.5527 -1.2458 -1.8005 -0.82
P -5.2208 -0.1074 -0.7361 2.55
O -3.7469 0.1417 -0.5187 -1.08
O -6.0937 1.1435 -1.3340 -0.80
C -5.8123 1.5691 -2.6834 -0.27
O -6.0212 -0.4070 0.6295 -0.81
C -7.3961 -0.8152 0.6772 -0.25
H -4.5196 -2.6920 -0.6722 0.20
H -5.0345 -3.0478 -2.3670 0.21
H -6.1849 -3.1118 -0.9878 0.18
H -4.9508 1.1457 -3.1997 0.20
H -5.7328 2.6529 -2.5989 0.19
H -6.5907 1.5122 -3.4443 0.19
H -8.0509 -0.1926 1.2870 0.20
H -7.3825 -1.8096 1.1233 0.19
H -7.8679 -0.8676 -0.3040 0.19
C -0.3311 -1.9141 7.8750 -0.24
O 0.2061 -1.5968 6.6397 -0.82
P -0.7203 -1.4224 5.2977 2.55
O -0.0709 -0.9825 4.0093 -1.07
O -1.2877 -2.9498 5.2635 -0.82
C -0.3926 -4.0337 4.9913 -0.25
O -1.9957 -0.5852 5.7314 -0.81
C -1.9179 0.7117 6.2726 -0.25
H -0.5438 -2.9827 7.9063 0.18
H -1.2113 -1.2847 8.0055 0.17
H 0.3370 -1.5906 8.6732 0.19
H -0.8561 -4.7564 4.3198 0.20
H -0.0697 -4.4383 5.9505 0.18
H 0.5635 -3.7553 4.5480 0.20
H -2.4029 0.6205 7.2445 0.18
H -2.4500 1.3769 5.5925 0.20
H -0.8996 1.0453 6.4724 0.19
C 7.7626 3.0091 -5.3822 -0.25
O 6.9695 2.4831 -4.3583 -0.81
P 6.0109 1.1874 -4.4777 2.55
O 4.9946 1.1308 -3.3997 -1.10
O 7.0763 0.0014 -4.4140 -0.82
C 7.5350 -0.5800 -3.1744 -0.25
O 5.4071 1.0895 -6.0545 -0.78
C 4.5370 2.0921 -6.5159 -0.25
H 7.5565 4.0702 -5.5226 0.19
H 7.6271 2.5556 -6.3640 0.19
H 8.8083 2.8468 -5.1209 0.19
H 7.3268 -0.1272 -2.2050 0.21
H 8.6235 -0.6129 -3.1255 0.19
H 7.1602 -1.6031 -3.1446 0.20
H 4.9995 2.8569 -7.1397 0.18
H 4.0619 2.6470 -5.7069 0.19
H 3.8061 1.5036 -7.0705 0.20
```

=====

DFT (ωB97M-V/def2-TZVPD) results for C9H30NO7Pd as an isolated structure in a non-equilibrium geometry.

Calculated values
HOMO level (spin up / spin down) ... -10.47 / -9.70 eV
Total charge ... +1
Kohn-Sham gap (spin up / spin down) ... 7.81 / 6.80 eV
E_tot ... -1069.88293 a.u.
<S²> ... 2.01
Multiplicity ... 3

The geometry in XYZ format:
```
48
Properties=species:S:1:pos:R:3:nbo_charge:R:1
Pd 0.2915 -1.4892 1.9230 0.97
C 1.1028 -0.1417 -2.9562 -0.65
C 1.1372 0.5722 -1.5565 0.12
C 1.4867 2.0881 -1.7774 -0.40
C 0.3453 2.9309 -2.3680 -0.41
C -0.8935 2.7008 -1.5201 -0.42
C -1.2928 1.2696 -1.1382 0.11
N -0.1076 0.4631 -0.7412 -0.06
O -0.3092 -0.7527 -0.1284 -0.49
C -2.1267 0.5511 -2.2456 -0.63
C -2.3291 1.4438 0.0339 -0.60
C 2.2573 0.0330 -0.6551 -0.62
H 0.9753 -1.2234 -2.9249 0.23
H 2.1103 -0.0261 -3.3695 0.22
H 0.5433 0.2856 -3.7880 0.22
H 2.3065 1.9488 -2.4829 0.22
H 1.7941 2.5025 -0.8171 0.20
H 0.1955 2.6060 -3.3993 0.20
H 0.6340 3.9797 -2.4254 0.23
H -1.7197 3.0335 -2.1569 0.23
H -1.0045 3.4311 -0.7163 0.22
H -1.4959 0.2748 -3.0894 0.22
H -2.9497 1.1553 -2.6312 0.22
H -2.6468 -0.3303 -1.8701 0.22
H -1.7215 1.5453 0.9380 0.19
H -2.8493 0.4975 0.1857 0.20
H -3.0455 2.2610 0.0008 0.23
H 2.2919 0.6802 0.2185 0.21
H 3.2045 0.0032 -1.1980 0.22
H 2.1570 -1.0232 -0.4016 0.23
O -1.7936 -0.6026 2.5425 -0.94
H -2.6378 -0.9009 2.1927 0.48
H -1.9536 0.3044 2.8220 0.49
O 0.0691 -2.2073 4.2074 -0.96
H -0.5431 -1.7803 4.8153 0.49
H 0.2824 -3.0475 4.6273 0.48
O 0.7575 0.6674 2.4241 -0.94
H 0.8560 1.0377 3.3074 0.49
H 0.5525 1.4234 1.8607 0.49
O 1.0370 -3.3945 0.6634 -0.96
H 1.3300 -4.3077 0.7469 0.49
H 0.5671 -3.3647 -0.1774 0.49
O 2.4300 -1.7037 2.5736 -0.95
H 2.8027 -1.8660 3.4454 0.50
H 3.1884 -1.6887 1.9807 0.50
O -1.4140 -3.0997 1.6982 -0.95
H -2.2066 -2.7921 1.2477 0.48
H -1.6656 -3.9476 2.0794 0.49
```

=====

DFT (ωB97M-V/def2-TZVPD) results for C9H31MgN14O9 as an isolated structure in a non-equilibrium geometry.

Calculated values
HOMO level ... -10.81 eV
Total charge ... +1
Kohn-Sham gap ... 7.23 eV
E_tot ... -2005.57373 a.u.

The geometry in XYZ format:
```
64
Properties=species:S:1:pos:R:3:nbo_charge:R:1
Mg 0.2789 2.4938 2.3715 1.85
C -1.8120 -0.2051 0.6408 -0.75
C -1.2701 0.9968 1.3038 0.78
O -0.9681 2.0288 0.6367 -0.82
O -0.7769 0.8704 2.4642 -0.86
H -1.8346 -0.1460 -0.4480 0.25
H -2.8820 -0.3651 0.8458 0.25
H -1.3496 -1.1262 0.9670 0.24
C -3.5248 4.8343 -0.9146 0.77
O -4.5337 5.2505 -1.4376 -0.63
N -2.4768 5.7171 -0.6294 -0.87
N -3.2381 3.5017 -0.6992 -0.88
H -1.6322 5.4013 -0.2035 0.37
H -2.7337 6.6837 -0.6023 0.41
H -2.4087 3.2259 -0.2081 0.41
H -3.8994 2.8341 -1.0430 0.41
C -0.1882 -3.8390 -4.7590 0.78
O -1.0341 -3.1958 -5.4305 -0.68
N 0.4440 -3.2588 -3.6282 -0.88
N 0.1306 -5.2000 -4.9740 -0.86
H 0.3874 -2.2917 -3.3867 0.41
H 0.9750 -3.8892 -3.0513 0.41
H -0.3147 -5.7265 -5.6982 0.41
H 0.9855 -5.5822 -4.6256 0.39
C 2.6586 1.1823 0.4577 0.83
O 1.7252 1.6653 1.1833 -0.89
N 3.2871 1.9714 -0.4895 -0.80
N 3.2590 0.0091 0.8317 -0.81
H 2.7245 2.7449 -0.8059 0.41
H 4.0325 1.6279 -1.0593 0.42
H 2.6732 -0.4341 1.5421 0.45
H 3.8149 -0.5614 0.2285 0.41
C 1.0676 0.1535 -3.8692 0.79
O 1.7311 -0.6236 -3.1745 -0.69
N 0.4700 1.2981 -3.2909 -0.86
N 0.6297 -0.1783 -5.1527 -0.84
H 0.6925 1.5948 -2.3638 0.40
H -0.1891 1.8320 -3.8174 0.39
H 0.1876 0.4126 -5.8186 0.40
H 0.9525 -1.0743 -5.4938 0.42
C 1.1063 -2.3534 3.2806 0.81
O 1.8481 -1.5916 2.5999 -0.76
N 1.6541 -3.3573 4.0846 -0.83
N -0.2414 -2.0891 3.4597 -0.83
H 1.0879 -4.0186 4.5780 0.40
H 2.6162 -3.5966 3.9540 0.41
H -0.7071 -1.3415 2.9814 0.43
H -0.7433 -2.6623 4.1046 0.39
C 2.2256 -4.2595 -0.5327 0.79
O 2.1373 -4.8385 -1.5789 -0.65
N 2.9099 -4.8380 0.5357 -0.86
N 1.6380 -3.0176 -0.2609 -0.87
H 3.1539 -5.8044 0.4193 0.41
H 3.0779 -4.3786 1.4006 0.38
H 2.1086 -2.4228 0.3940 0.39
H 0.9633 -2.6337 -0.8850 0.41
C -2.1501 3.9054 4.2375 0.83
O -1.0260 3.3339 3.8961 -0.86
N -2.2762 4.8088 5.2984 -0.80
N -3.3517 3.5338 3.5810 -0.81
H -3.1648 5.1690 5.5612 0.41
H -1.5011 4.9292 5.9257 0.42
H -3.2042 2.8580 2.8532 0.42
H -4.2021 4.0321 3.7137 0.42
```

=====

DFT (ωB97M-V/def2-TZVPD) results for a 9-piece molecular cluster, C9H32F3NO9 overall in a non-equilibrium geometry.

Calculated values
HOMO level ... -1.26 eV
Relative energy (zero: lowest compared OMol25 entry of this formula, charge and spin) ... 0.7744 eV
Total charge ... -2
Kohn-Sham gap ... 6.04 eV
E_tot ... -1393.52001 a.u.

The geometry in XYZ format:
```
54
Properties=species:S:1:pos:R:3:nbo_charge:R:1
N -0.0601 1.1291 -0.4481 -0.99
H -0.2519 1.6449 -1.4158 0.49
H 0.9682 0.9022 -0.3623 0.46
H -0.7687 0.3405 -0.4408 0.46
H -0.3194 1.7922 0.2956 0.41
O -2.0378 -1.0601 -0.7636 -1.23
H -2.7924 -1.6533 -0.8087 0.43
O -0.8438 2.0901 -2.8740 -1.21
H -1.3388 2.9091 -2.9608 0.39
C 3.3701 -0.1174 -1.0416 0.34
O 2.5771 -0.1171 0.1836 -0.61
O 3.0191 0.8102 -1.8246 -0.83
C 4.8720 -0.1692 -0.6611 0.91
F 5.2448 -1.3333 -0.0601 -0.37
F 5.6845 -0.0193 -1.7279 -0.34
F 5.2362 0.8155 0.2042 -0.36
C 2.4288 -1.3277 0.8921 -0.07
C 1.7480 -0.9743 2.1847 -0.61
H 2.3177 -0.3279 2.8556 0.19
H 0.7583 -0.5490 2.0073 0.21
H 1.4758 -1.8890 2.7243 0.19
H 3.3724 -1.8333 1.0992 0.16
H 1.7548 -1.9905 0.3318 0.17
H 3.2213 -1.1182 -1.5616 0.05
C -0.8675 2.6058 2.8672 -0.26
O -0.6370 3.1218 1.5573 -0.73
H 0.0127 2.0690 3.2325 0.17
H -1.2362 3.3680 3.5600 0.15
H -1.6751 1.8754 2.7811 0.20
H -0.1613 3.9536 1.6375 0.48
C -0.9554 5.0800 -1.0465 -0.24
O 0.1212 4.4685 -1.7033 -0.78
H -0.5505 5.7492 -0.2709 0.13
H -1.5492 5.6997 -1.7453 0.13
H -1.6438 4.3847 -0.5474 0.17
H -0.2038 3.5844 -2.1269 0.51
C -3.4750 -0.7759 2.3864 -0.24
O -3.6021 -0.0192 1.2145 -0.79
H -3.6782 -1.8427 2.1978 0.15
H -2.4421 -0.7390 2.7652 0.15
H -4.1846 -0.4143 3.1311 0.15
H -3.0150 -0.4210 0.4858 0.52
C -0.2981 -3.0726 -3.2219 -0.23
O -0.1926 -1.8227 -2.6032 -0.74
H -1.2626 -3.5497 -2.9772 0.14
H -0.2285 -2.9789 -4.3136 0.15
H 0.5057 -3.7776 -2.9294 0.13
H -0.8080 -1.8156 -1.8207 0.51
C -1.1756 -4.1198 0.1891 -0.24
O -1.2923 -3.0098 1.0346 -0.79
H -1.4650 -5.0126 0.7605 0.14
H -1.8546 -4.0790 -0.6696 0.16
H -0.1419 -4.2189 -0.1580 0.16
H -1.6799 -2.2450 0.5060 0.51
```

=====

- What is the E_tot in the fourth record?
  -1393.52001 a.u.